Record 1
Here is a cluster of 12 separate species, C11H44ClN22O15 in total at a distorted geometry from the Open Molecules 2025 dataset. Energies are from ωB97M-V/def2-TZVPD.

Calculated values
Energy above the lowest of the compared OMol25 structures with the same formula, charge and spin = 948.8 kJ/mol
HOMO-LUMO gap = 7.8 eV
Molecular weight = 760.07 g/mol
F_max = 10.28 eV/Å

```
! wB97M-V def2-TZVPD RIJCOSX def2/J DEFGRID3
* xyz -1 1
H 1.632 4.360 8.595
O -2.050 0.119 -7.887
H -3.064 -2.799 9.868
H -3.751 -3.619 -4.252
H 9.026 -0.898 -0.758
N 6.380 -0.038 3.921
H 6.627 0.917 4.138
N 1.442 3.700 7.854
H -3.950 -2.649 -2.789
N -5.900 -3.035 -5.164
O 3.008 4.447 6.515
H -3.004 -3.233 7.952
C 7.511 -1.207 -2.008
N -3.103 3.639 1.710
O -0.946 -1.066 8.391
H 4.544 4.655 -1.869
N 3.534 -7.890 -2.778
H 2.139 3.800 -4.916
H 8.195 0.360 5.357
H -7.156 -2.357 0.562
H 3.132 -5.510 -0.909
H -0.589 1.045 -9.650
O 1.698 -6.865 -2.224
N -4.323 3.464 -4.017
O -7.357 -1.563 3.520
H -5.189 -0.851 2.507
N -0.208 0.057 -6.762
O 7.120 -2.054 3.735
H -6.739 3.624 -5.971
O 0.865 -1.759 0.363
H 7.447 -1.165 -0.099
H -1.799 -1.674 10.509
H 0.801 0.016 -6.780
H 1.007 2.073 6.305
O -0.964 -0.353 -0.271
H 1.926 2.887 5.020
N 3.879 4.091 -2.377
N -3.419 5.665 0.987
C -5.536 -2.496 -3.964
H -2.456 2.879 1.863
N -7.675 -2.357 1.429
C -2.568 4.838 1.390
N 8.029 -0.974 -0.902
H 4.645 -6.432 -1.265
C 2.160 3.682 6.773
H 4.508 -8.028 -2.549
H 3.035 -8.544 -3.364
H 5.610 -1.257 -1.165
N 2.375 3.876 -3.937
H 0.882 0.696 -8.742
O -1.398 4.998 1.554
N -4.332 -3.106 -3.605
C -1.859 -1.843 8.554
H -5.204 2.704 -5.996
N 3.668 -6.213 -1.397
N -5.819 3.408 -5.614
O -6.165 -1.670 -3.252
H 0.787 2.951 8.028
C -0.909 0.378 -7.826
O -6.112 4.624 -3.716
O 8.162 -1.374 -2.941
N -5.902 -1.234 1.902
H 1.848 3.497 -3.163
N -0.124 0.694 -8.825
O 0.964 0.529 0.754
N -2.336 -2.528 7.674
C -7.031 -1.686 2.391
H -5.349 -3.778 -5.570
C -5.444 3.925 -4.455
N -2.261 -2.193 9.776
Cl 0.054 -0.618 0.720
H 8.946 -1.207 5.147
H -3.102 6.554 0.628
N 8.290 -0.503 4.840
H -4.061 3.651 -3.060
N 1.679 2.758 5.991
H -2.137 -2.266 6.719
H 5.709 -1.457 -2.878
H 5.433 -0.387 3.945
H -4.395 5.409 1.044
N 6.176 -1.270 -2.002
O -0.375 -0.903 2.031
H -8.651 -2.615 1.428
C 7.266 -0.887 4.144
H -6.860 -2.803 -5.374
O 4.332 4.840 -4.402
H -0.834 -0.022 -5.973
C 3.624 4.186 -3.647
C 2.903 -7.006 -2.075
H -5.735 -1.337 0.911
H -4.024 2.541 -4.299
H -4.100 3.566 1.858
H 3.266 3.477 -1.860
*
```

The computed Mulliken charges, all in e, follow:
1. H 0.20
2. O -0.62
3. H 0.16
4. H 0.20
5. H 0.21
6. N -0.37
7. H 0.18
8. N -0.39
9. H 0.24
10. N -0.41
11. O -0.63
12. H 0.15
13. C 0.59
14. N -0.42
15. O -0.68
16. H 0.20
17. N -0.38
18. H 0.21
19. H 0.18
20. H 0.13
21. H 0.25
22. H 0.21
23. O -0.68
24. N -0.43
25. O -0.62
26. H 0.19
27. N -0.41
28. O -0.70
29. H 0.21
30. O -0.67
31. H 0.16
32. H 0.22
33. H 0.17
34. H 0.16
35. O -0.61
36. H 0.20
37. N -0.37
38. N -0.36
39. C 0.63
40. H 0.21
41. N -0.34
42. C 0.68
43. N -0.32
44. H 0.18
45. C 0.69
46. H 0.15
47. H 0.22
48. H 0.18
49. N -0.38
50. H 0.16
51. O -0.64
52. N -0.43
53. C 0.65
54. H 0.18
55. N -0.39
56. N -0.38
57. O -0.66
58. H 0.14
59. C 0.68
60. O -0.67
61. O -0.61
62. N -0.33
63. H 0.17
64. N -0.40
65. O -0.67
66. N -0.31
67. C 0.65
68. H 0.19
69. C 0.65
70. N -0.44
71. Cl 1.56
72. H 0.24
73. H 0.22
74. N -0.42
75. H 0.23
76. N -0.37
77. H 0.24
78. H 0.19
79. H 0.23
80. H 0.17
81. N -0.39
82. O -0.62
83. H 0.21
84. C 0.67
85. H 0.24
86. O -0.68
87. H 0.21
88. C 0.70
89. C 0.66
90. H 0.12
91. H 0.21
92. H 0.15
93. H 0.16

***

Record 2
Here is a structure of composition C11H44F2InNO15S2 at a distorted geometry from the Open Molecules 2025 dataset. Energies are from ωB97M-V/def2-TZVPD.

Calculated values
Energy above the lowest of the compared OMol25 structures with the same formula, charge and spin = 132.1 kJ/mol
HOMO-LUMO gap = 1.8 eV
Molecular weight = 647.41 g/mol
F_max = 7.87 eV/Å

```
! wB97M-V def2-TZVPD RIJCOSX def2/J DEFGRID3
* xyz 2 1
C 2.750 1.593 -4.929
C 0.689 2.398 4.732
H -2.684 -0.998 -1.341
H -3.633 0.999 4.195
F -0.288 -0.459 2.163
H 2.787 4.497 0.563
H -4.852 2.144 3.764
C -3.827 -2.541 0.971
O -1.517 5.116 -3.412
O 1.139 1.262 3.968
H 1.937 -2.523 1.061
H -3.031 0.797 2.024
H 1.276 -1.472 -3.478
H -1.380 -3.646 5.599
C -0.520 4.203 -3.546
H 0.401 -3.544 -3.490
H 0.377 3.059 1.021
H -3.258 2.624 3.529
O -2.939 -0.557 -2.154
O 2.097 -1.557 2.904
H -3.982 -1.180 -3.745
S -0.569 -0.106 0.624
H 2.103 -3.816 -3.565
C 1.981 -2.744 2.127
H 3.069 3.380 -3.992
H -3.084 -3.173 0.485
O 2.292 3.775 0.958
H -2.854 -3.347 4.859
H -0.330 2.671 4.455
H -1.012 3.231 -3.564
O -3.177 -1.864 2.057
C 4.215 -1.689 -1.170
H 3.185 0.887 -4.221
O 1.622 -1.937 -4.244
H 0.444 4.762 0.420
H 1.297 -3.893 -5.048
C -3.223 -1.602 -3.086
O -1.461 1.086 0.774
C -3.892 1.742 3.441
H 0.827 0.435 4.342
H -4.152 -1.864 0.181
O -0.206 1.085 -1.754
H 1.945 1.153 -5.517
O -1.067 -1.364 0.071
H 2.799 -3.442 2.304
H -3.574 -2.539 -2.652
H 1.013 -3.219 2.282
H 0.743 2.153 5.792
H 0.008 4.262 -4.498
H 1.013 3.389 -0.567
H -2.047 5.116 -4.212
H 0.210 4.293 -2.742
H 4.021 -1.492 -2.224
N 1.114 0.344 0.412
C -1.832 -3.630 4.607
H -3.854 -1.285 2.416
H 5.163 -2.227 -1.141
H 1.401 3.209 4.580
H 3.543 1.856 -5.629
H 1.377 -1.491 3.536
S 0.853 0.282 -1.125
O 2.323 2.809 -4.188
O 1.220 -0.951 -1.669
H -1.842 -2.710 2.943
H -4.652 -3.095 1.419
H -1.840 -4.681 4.321
O -3.938 1.067 2.189
C 1.280 -3.347 -4.105
H 5.312 -0.261 -0.596
C 0.940 3.791 0.443
H 3.393 -2.333 -0.858
O -1.207 -2.831 3.653
H -2.334 -1.851 -3.665
O 4.402 -0.524 -0.438
In 3.403 1.079 1.924
F 2.089 1.238 -1.545
*
```

The computed Mulliken charges, all in e, follow:
1. C -0.46
2. C -0.67
3. H 0.22
4. H 0.28
5. F -0.16
6. H 0.25
7. H 0.31
8. C -0.64
9. O -0.39
10. O -0.28
11. H -0.10
12. H 0.32
13. H 0.44
14. H 0.30
15. C -0.19
16. H 0.26
17. H -0.04
18. H 0.26
19. O -0.27
20. O -0.41
21. H 0.30
22. S 0.94
23. H 0.28
24. C -0.25
25. H 0.29
26. H 0.27
27. O -0.47
28. H 0.28
29. H 0.17
30. H 0.25
31. O -0.41
32. C -0.56
33. H 0.12
34. O -0.40
35. H 0.43
36. H 0.32
37. C -0.53
38. O -0.74
39. C -0.62
40. H 0.18
41. H 0.23
42. O -0.62
43. H 0.24
44. O -0.60
45. H 0.37
46. H 0.32
47. H 0.14
48. H 0.35
49. H 0.33
50. H -0.08
51. H 0.37
52. H 0.04
53. H 0.16
54. N 0.40
55. C -0.73
56. H 0.24
57. H 0.45
58. H 0.27
59. H 0.38
60. H 0.22
61. S 0.96
62. O -0.37
63. O -0.49
64. H 0.33
65. H 0.38
66. H 0.32
67. O -0.42
68. C -0.65
69. H 0.27
70. C -0.03
71. H 0.11
72. O -0.28
73. H 0.22
74. O -0.36
75. In 1.03
76. F -0.39

***

Record 3
Here is a cluster of 11 separate species, C11H44N18O11 in total at a distorted geometry from the Open Molecules 2025 dataset. Energies are from ωB97M-V/def2-TZVPD.

Calculated values
SMILES string = NC(N)=O.NC(N)=O.NC(N)=O.NC(N)=O.NC(N)=O.NC(N)=O.NC(N)=O.NC(N)=O.NC(N)=O.CO.CO
Energy above the lowest of the compared OMol25 structures with the same formula, charge and spin = 750.4 kJ/mol
HOMO-LUMO gap = 9.5 eV
Molecular weight = 604.59 g/mol
F_max = 9.47 eV/Å

```
! wB97M-V def2-TZVPD RIJCOSX def2/J DEFGRID3
* xyz 0 1
H 2.855 0.102 0.469
O -5.882 1.370 1.175
N 0.222 -0.224 -1.060
H 3.275 4.919 3.639
H -2.214 3.059 -5.858
N -1.772 -5.267 -1.095
C 0.136 -2.956 6.667
H 0.351 0.429 -1.819
H -4.605 -6.246 -0.751
N 4.272 1.897 -6.528
O -3.878 0.935 -7.132
H 0.974 5.317 1.285
C -2.996 -5.069 -0.865
H -7.158 -3.046 -3.403
C 4.999 0.574 5.165
H 3.027 6.580 4.308
N 0.686 -3.695 7.531
C -1.769 6.033 -3.452
C -7.557 -2.098 -3.042
H 6.189 -0.901 6.003
H -1.556 -6.146 -1.543
H -5.825 -1.932 -2.229
O -6.462 -1.297 -2.564
H 0.219 -3.942 8.392
H 3.273 0.769 6.191
N 5.101 -7.146 4.084
H -0.860 7.149 -4.805
H 2.377 0.862 -1.087
H 0.392 -2.634 4.760
H 2.816 0.619 -7.737
H -3.448 2.592 -4.650
O 4.515 -5.439 5.305
H -3.103 -7.018 -1.166
O -3.420 -4.087 -0.318
H -8.343 -2.182 -2.291
N -0.865 6.240 -4.365
H 1.648 -3.581 5.543
H 4.909 2.202 -5.806
H 1.443 1.104 -6.813
H -0.653 -0.705 -0.910
H 1.909 4.261 2.376
O 0.945 -1.236 0.717
N 6.009 -0.328 5.191
O 1.797 7.311 2.350
C 2.060 6.199 2.681
H -5.654 0.753 0.476
O 4.779 1.552 4.488
C 5.011 -5.897 4.265
C -5.321 0.744 2.307
C 3.035 1.908 -6.209
H -4.278 0.550 2.059
H 4.552 -0.223 6.803
H 6.709 -0.315 4.463
N 2.411 1.250 -7.061
O -0.828 -2.278 6.814
N 0.759 -3.102 5.576
H 4.639 -7.720 4.775
H 1.575 -4.060 7.222
H -0.136 5.569 -4.563
H -2.297 2.577 -7.615
H 5.122 -4.171 3.209
N 2.287 0.162 -0.364
O 2.512 2.551 -5.310
H -1.159 -4.464 -1.075
N -2.593 2.558 -6.650
N -3.655 -6.176 -1.088
H 5.576 -7.469 3.254
N 1.593 5.170 2.070
H 5.452 -5.668 2.328
C 1.162 -0.482 -0.199
O -1.841 4.987 -2.830
N 2.885 5.850 3.624
N 5.340 -5.157 3.192
H -3.573 6.735 -3.008
C -3.418 1.694 -6.352
H -4.720 1.376 -4.845
N -2.740 6.895 -3.557
H -2.675 7.739 -4.109
H -5.399 1.409 3.168
N 4.130 0.262 6.024
H -5.855 -0.184 2.508
H -8.160 -1.594 -3.797
N -3.831 1.777 -5.108
H 4.571 1.546 -7.427
*
```

The computed Mulliken charges, all in e, follow:
1. H 0.25
2. O -0.49
3. N -0.38
4. H 0.16
5. H 0.15
6. N -0.38
7. C 0.71
8. H 0.15
9. H 0.24
10. N -0.40
11. O -0.68
12. H 0.20
13. C 0.65
14. H 0.25
15. C 0.60
16. H 0.20
17. N -0.33
18. C 0.73
19. C -0.55
20. H 0.18
21. H 0.16
22. H 0.30
23. O -0.48
24. H 0.19
25. H 0.21
26. N -0.39
27. H 0.15
28. H 0.18
29. H 0.18
30. H 0.19
31. H 0.11
32. O -0.69
33. H 0.16
34. O -0.65
35. H 0.25
36. N -0.38
37. H 0.11
38. H 0.22
39. H 0.23
40. H 0.21
41. H 0.13
42. O -0.70
43. N -0.38
44. O -0.65
45. C 0.70
46. H 0.30
47. O -0.65
48. C 0.68
49. C -0.47
50. C 0.66
51. H 0.21
52. H 0.17
53. H 0.21
54. N -0.39
55. O -0.67
56. N -0.34
57. H 0.23
58. H 0.13
59. H 0.21
60. H 0.21
61. H 0.24
62. N -0.41
63. O -0.69
64. H 0.24
65. N -0.33
66. N -0.43
67. H 0.17
68. N -0.37
69. H 0.17
70. C 0.70
71. O -0.67
72. N -0.37
73. N -0.42
74. H 0.22
75. C 0.66
76. H 0.22
77. N -0.40
78. H 0.15
79. H 0.22
80. N -0.34
81. H 0.23
82. H 0.23
83. N -0.34
84. H 0.17

***

Record 4
Here is a structure of composition C11H4CeN2O5 at a distorted geometry from the Open Molecules 2025 dataset. Energies are from ωB97M-V/def2-TZVPD.

Calculated values
HOMO-LUMO gap (spin up / spin down) = 4.3 / 4.3 eV
<S²> = 0.751
Molecular weight = 384.28 g/mol
F_max = 9.59 eV/Å

```
! wB97M-V def2-TZVPD RIJCOSX def2/J DEFGRID3
* xyz 3 2
O -1.870 -2.915 -1.647
C -1.297 -0.117 1.127
N 3.194 0.155 4.027
O 1.666 3.015 -1.656
O 2.868 -1.697 -1.632
C 0.942 0.015 2.632
O -3.073 1.789 -1.641
C 1.910 -1.161 -1.991
H -0.295 -0.134 4.402
C 1.084 2.078 -1.986
C -2.106 1.270 -1.999
N -0.127 -0.015 0.432
C 2.173 0.094 3.425
C -0.278 -0.101 3.304
H 1.901 0.140 0.715
C -1.420 -0.177 2.538
C 0.969 0.054 1.230
O -0.103 0.048 -5.868
Ce -0.102 0.048 -2.249
C -1.284 -1.985 -2.006
H -2.435 -0.273 3.013
C -0.102 0.049 -4.705
H -2.214 -0.181 0.534
*
```

The computed Mulliken charges, all in e, follow:
1. O 0.01
2. C -0.01
3. N -0.28
4. O 0.02
5. O 0.02
6. C 0.06
7. O 0.01
8. C 0.37
9. H 0.55
10. C 0.37
11. C 0.38
12. N -0.07
13. C -0.30
14. C -0.11
15. H 0.47
16. C -0.86
17. C 0.07
18. O 0.01
19. Ce 0.74
20. C 0.37
21. H 0.41
22. C 0.45
23. H 0.33